Entry 1:
{"formula": "C11H9O4", "method": "ωB97M-V/def2-TZVPD", "symbols": ["C", "C", "C", "C", "C", "C", "C", "C", "C", "C", "C", "O", "O", "O", "O", "H", "H", "H", "H", "H", "H", "H", "H", "H"], "coordinates": [[3.782, 1.197, 0.080], [2.698, 1.925, 0.423], [3.707, -0.139, -0.412], [1.432, 1.408, 0.140], [2.457, -0.742, -0.552], [1.325, 0.032, -0.256], [-3.633, -2.287, 0.449], [-1.200, 0.146, -0.405], [0.058, -0.565, -0.346], [-2.426, -0.358, -0.440], [-3.797, 1.774, 0.289], [0.016, -1.857, -0.288], [-3.382, 2.693, -0.274], [-2.965, -1.435, -0.239], [-4.265, 0.921, 0.893], [4.758, 1.739, 0.342], [2.881, 2.947, 0.661], [4.652, -0.757, -0.476], [0.638, 1.904, 0.586], [2.481, -1.856, -0.658], [-3.559, -2.383, 1.512], [-4.044, -3.156, 0.056], [-0.936, 1.264, -0.390], [-0.675, -2.417, -0.697]], "total_charge": 1, "spin_multiplicity": 1}

***

Entry 2:
{"formula": "C5H9BrN3", "method": "ωB97M-V/def2-TZVPD", "symbols": ["C", "C", "N", "C", "N", "N", "C", "C", "Br", "H", "H", "H", "H", "H", "H", "H", "H", "H"], "coordinates": [[0.561, -0.587, -1.174], [1.077, 0.551, -0.392], [0.237, 1.273, 0.334], [-0.977, 0.619, 0.833], [-1.997, 1.088, 0.219], [-0.929, -0.342, 1.618], [0.078, -0.885, 2.368], [0.768, -1.982, 1.943], [2.214, -2.714, 2.875], [-0.341, -1.010, -0.766], [1.315, -1.427, -1.325], [0.460, -0.261, -2.228], [2.104, 0.843, -0.549], [0.464, 2.035, 0.909], [-2.973, 0.843, 0.512], [-2.131, 2.067, 0.028], [0.287, -0.450, 3.316], [0.730, -2.627, 1.098]], "total_charge": 1, "smiles": "C\\C=[NH+]/C(N)=N\\C=C\\Br", "de_lowest_kj_mol": 181.4, "spin_multiplicity": 1}

***

Frontier orbital gap (computed, eV): 7.29; 6.86